# 1
A gas-phase ion, C4H7NO2S (charge -2) in a non-equilibrium geometry. Source: the Open Molecules 2025 dataset; level of theory: wB97M-V/def2-TZVPD.

The geometry in ORCA input format:
```
! wB97M-V def2-TZVPD RIJCOSX def2/J DEFGRID3
* xyz -2 1
H 0.473 0.365 -2.245
H -1.958 1.179 1.257
O 0.889 1.069 1.651
H -0.945 -0.409 -0.575
C 0.642 0.421 0.622
C -0.649 -0.375 0.476
O 2.466 0.013 -2.535
C -1.781 0.105 1.370
C 1.354 -0.174 -1.829
H -0.473 -1.429 0.707
N 1.511 0.379 -0.408
H 2.302 0.999 -0.301
H 1.101 -1.238 -1.669
S -3.398 -0.778 1.083
H -1.536 -0.126 2.397
*
```

Summary:
Molecular weight = 133.2 g/mol
Frontier orbital gap = 5.86 eV
Highest occupied orbital energy = 0.16 eV
Relative energy (zero: lowest compared OMol25 entry of this formula, charge and spin) = 32.3 kcal/mol
Structure (SMILES) = O=C(CC[S-])NC[O-]


# 2
A gas-phase ion, C4H7NO2S (charge -2) in a non-equilibrium geometry. Source: the Open Molecules 2025 dataset; level of theory: wB97M-V/def2-TZVPD.

The geometry in ORCA input format:
```
! wB97M-V def2-TZVPD RIJCOSX def2/J DEFGRID3
* xyz -2 1
H -1.757 -0.040 1.836
O 0.099 0.427 2.322
C -0.417 -0.725 0.188
H -0.903 1.207 -0.800
H 1.305 -1.402 -0.785
H -0.993 -0.187 -1.831
S -3.076 -0.005 -0.495
H -0.846 -1.751 0.085
C -0.700 -0.046 1.541
H 2.559 0.562 0.532
O 2.096 0.676 -1.532
C 1.749 0.524 -0.237
C -1.243 0.174 -0.840
H 1.139 1.396 0.053
N 0.989 -0.808 -0.036
*
```

Summary:
Molecular weight = 133.2 g/mol
Frontier orbital gap = 5.41 eV
Highest occupied orbital energy = 0.62 eV
Relative energy (zero: lowest compared OMol25 entry of this formula, charge and spin) = 79.7 kcal/mol
Structure (SMILES) = O=C[C@@H](C[S-])NC[O-]


# 3
A single C4H7NO2S molecule in a non-equilibrium geometry. Source: the Open Molecules 2025 dataset; level of theory: wB97M-V/def2-TZVPD.

The geometry in ORCA input format:
```
! wB97M-V def2-TZVPD RIJCOSX def2/J DEFGRID3
* xyz 0 1
N -0.900 -0.130 -0.121
O -1.971 0.665 -0.118
H 1.786 -2.304 0.666
C 1.150 -1.897 -0.130
H -0.277 2.493 -0.493
H -0.081 2.147 1.163
C 0.340 0.480 0.068
H 0.081 -2.048 0.040
H 1.741 -2.234 -1.047
H 2.380 0.003 0.139
C 1.444 -0.383 0.050
O -3.812 -1.212 -0.352
C 0.424 1.897 0.250
H 1.365 2.304 0.226
S -3.670 0.217 -0.342
*
```

Summary:
Molecular weight = 133.2 g/mol
Frontier orbital gap (alpha / beta) = 8.44 / 6.80 eV
Highest occupied orbital energy (alpha / beta) = -8.69 / -7.86 eV
Relative energy (zero: lowest compared OMol25 entry of this formula, charge and spin) = 137.3 kcal/mol


# 4
A single C4H7NO2S molecule in a non-equilibrium geometry. Source: the Open Molecules 2025 dataset; level of theory: wB97M-V/def2-TZVPD.

The geometry in ORCA input format:
```
! wB97M-V def2-TZVPD RIJCOSX def2/J DEFGRID3
* xyz 0 1
C 1.325 1.446 -0.591
H -2.169 1.036 0.901
O -0.969 1.091 -0.658
H 0.265 1.004 -2.305
H 1.328 -2.160 -0.961
H 1.149 2.545 -0.790
C -1.502 0.327 0.359
H -2.141 -0.611 0.010
H 2.311 1.263 -1.112
C 0.225 0.759 -1.243
O 0.193 -0.704 -1.358
N 0.631 -1.375 0.836
C 0.805 -1.435 -0.431
H 1.338 1.322 0.566
S -0.339 -0.279 1.588
*
```

Summary:
Molecular weight = 133.2 g/mol
Frontier orbital gap = 9.24 eV
Highest occupied orbital energy = -8.48 eV
Relative energy (zero: lowest compared OMol25 entry of this formula, charge and spin) = 71.6 kcal/mol
Structure (SMILES) = C[C@H]1OC=NSCO1


# 5
A single C4H7NO2S molecule in a non-equilibrium geometry. Source: the Open Molecules 2025 dataset; level of theory: wB97M-V/def2-TZVPD.

The geometry in ORCA input format:
```
! wB97M-V def2-TZVPD RIJCOSX def2/J DEFGRID3
* xyz 0 1
C -0.799 1.078 0.644
C 0.581 1.091 -0.036
H -0.943 2.251 0.957
C -1.217 -0.826 -0.503
H -2.141 -1.398 -0.715
N 0.799 -1.283 0.249
S 3.145 -0.016 -0.086
H 1.137 -2.387 0.015
H 1.387 1.941 0.207
H -1.107 0.433 1.567
O -0.609 -1.454 0.532
H 0.358 1.116 -1.172
H -0.391 -0.972 -1.200
O -1.665 0.581 -0.474
C 1.465 -0.156 0.013
*
```

Summary:
Molecular weight = 133.2 g/mol
Frontier orbital gap = 8.93 eV
Highest occupied orbital energy = -8.56 eV
Relative energy (zero: lowest compared OMol25 entry of this formula, charge and spin) = 141.6 kcal/mol
Structure (SMILES) = S=C1CCOCON1


# 6
A single C4H7NO2S molecule in a non-equilibrium geometry. Source: the Open Molecules 2025 dataset; level of theory: wB97M-V/def2-TZVPD.

The geometry in ORCA input format:
```
! wB97M-V def2-TZVPD RIJCOSX def2/J DEFGRID3
* xyz 0 1
N -0.413 0.905 0.141
H 1.085 -0.738 1.548
H 2.544 1.866 -0.334
C -1.855 -0.727 -0.275
C 1.668 1.292 -0.453
S 2.216 -0.578 -0.317
C 0.896 -1.148 0.497
C -0.329 -0.397 -0.011
H -2.039 1.153 0.057
H -2.194 -1.203 0.620
H 1.348 1.577 -1.444
O -2.586 0.423 -0.289
H 0.719 -2.366 0.654
H -1.879 -1.616 -0.981
O 0.819 1.555 0.587
*
```

Summary:
Molecular weight = 133.2 g/mol
Frontier orbital gap = 9.39 eV
Highest occupied orbital energy = -8.87 eV
Relative energy (zero: lowest compared OMol25 entry of this formula, charge and spin) = 133.6 kcal/mol
Structure (SMILES) = OCC1=NOCSC1


# 7
A single C4H7NO2S molecule in a non-equilibrium geometry. Source: the Open Molecules 2025 dataset; level of theory: wB97M-V/def2-TZVPD.

The geometry in ORCA input format:
```
! wB97M-V def2-TZVPD RIJCOSX def2/J DEFGRID3
* xyz 0 1
H 1.984 1.836 -1.995
S -1.670 0.755 -0.742
H 0.342 -0.576 -1.973
H -1.534 -1.576 1.941
H -2.523 0.051 1.891
O -0.289 1.435 -1.337
C -1.584 -0.449 1.615
C 0.609 0.449 -1.784
H -0.370 1.344 1.590
N -0.944 -0.370 0.300
O -2.327 0.077 -1.874
H 2.637 0.005 -2.501
C 1.853 0.797 -2.121
C -0.278 0.280 1.447
H 0.709 -0.172 1.536
*
```

Summary:
Molecular weight = 133.2 g/mol
Frontier orbital gap = 10.42 eV
Highest occupied orbital energy = -9.58 eV
Relative energy (zero: lowest compared OMol25 entry of this formula, charge and spin) = 104.8 kcal/mol


# 8
A single C4H7NO2S molecule in a non-equilibrium geometry. Source: the Open Molecules 2025 dataset; level of theory: wB97M-V/def2-TZVPD.

The geometry in ORCA input format:
```
! wB97M-V def2-TZVPD RIJCOSX def2/J DEFGRID3
* xyz 0 1
N -0.435 -1.024 -0.022
C -1.858 -0.285 -0.091
H -3.119 1.379 -0.089
C -2.116 1.180 0.134
H -1.464 2.110 -0.364
O -2.707 -1.089 -0.162
O 0.387 1.049 0.083
S 2.128 -1.047 0.019
H -2.102 1.250 1.318
C 0.738 -0.269 0.150
C 1.473 1.939 -0.172
H 1.180 2.821 -0.181
H 1.962 1.663 -1.103
H 2.297 1.626 0.649
H -0.622 -1.993 0.133
*
```

Summary:
Molecular weight = 133.2 g/mol
Frontier orbital gap = 9.32 eV
Highest occupied orbital energy = -8.81 eV
Relative energy (zero: lowest compared OMol25 entry of this formula, charge and spin) = 78.3 kcal/mol
Structure (SMILES) = COC(=S)NC(C)=O


# 9
A molecular structure, C4H7NO3. Source: the Open Molecules 2025 dataset; level of theory: wB97M-V/def2-TZVPD.

The geometry in ORCA input format:
```
! wB97M-V def2-TZVPD RIJCOSX def2/J DEFGRID3
* xyz 0 1
O 0.981 -0.632 0.216
H -0.666 1.316 1.201
N -2.485 -0.750 0.233
C 2.407 0.000 -0.244
C -0.232 -0.094 -0.370
H -1.438 1.680 -0.338
H -3.099 -1.555 0.358
C -1.318 -1.106 -0.096
H -0.038 -0.091 -1.450
H 0.299 1.981 -0.140
O 2.808 0.180 0.937
H 1.625 -0.230 1.176
C -0.522 1.310 0.120
H -0.995 -2.146 -0.222
O 2.674 0.138 -1.381
*
```

Summary:
Molecular weight = 117.1 g/mol
Frontier orbital gap = 11.32 eV
Highest occupied orbital energy = -10.65 eV
Relative energy (zero: lowest compared OMol25 entry of this formula, charge and spin) = 66.5 kcal/mol


# 10
A single C4H7NO3 molecule in a non-equilibrium geometry. Source: the Open Molecules 2025 dataset; level of theory: wB97M-V/def2-TZVPD.

The geometry in ORCA input format:
```
! wB97M-V def2-TZVPD RIJCOSX def2/J DEFGRID3
* xyz 0 1
H -3.020 -1.113 -0.041
O -1.186 -1.758 1.848
O 2.489 1.328 -1.482
C -0.911 -1.040 0.867
H -1.901 -0.016 -0.769
N 0.246 -0.376 0.817
H -1.860 -1.744 -0.880
H 0.805 -0.158 1.652
H -0.159 0.730 -0.870
O 1.723 1.899 0.604
H 2.197 2.724 0.614
H 0.925 -0.752 -1.159
C 0.656 0.092 -0.438
C -1.869 -0.919 -0.245
C 1.864 1.101 -0.518
*
```

Summary:
Molecular weight = 117.1 g/mol
Frontier orbital gap = 9.99 eV
Highest occupied orbital energy = -9.64 eV
Relative energy (zero: lowest compared OMol25 entry of this formula, charge and spin) = 39.8 kcal/mol
Structure (SMILES) = CC(=O)NCC(=O)O


# 11
A molecular structure, C4H7NO3. Source: the Open Molecules 2025 dataset; level of theory: wB97M-V/def2-TZVPD.

The geometry in ORCA input format:
```
! wB97M-V def2-TZVPD RIJCOSX def2/J DEFGRID3
* xyz 0 1
C 0.280 -1.491 -0.498
N 1.574 0.413 -0.319
C 1.438 -1.102 0.222
O 2.054 -1.417 1.190
C -1.877 0.892 0.801
O -0.449 0.882 0.698
C 0.005 0.491 -0.545
H 0.367 -1.514 -1.578
H -2.314 1.536 0.036
H -2.267 -0.124 0.692
H 2.063 0.535 -1.203
O -0.416 0.897 -1.607
H -2.104 1.271 1.794
H 1.930 1.048 0.394
H -0.283 -2.318 -0.078
*
```

Summary:
Molecular weight = 117.1 g/mol
Frontier orbital gap = 9.22 eV
Highest occupied orbital energy = -8.69 eV
Relative energy (zero: lowest compared OMol25 entry of this formula, charge and spin) = 81.4 kcal/mol


# 12
A single C4H7NO3S2 molecule in a non-equilibrium geometry. Source: the Open Molecules 2025 dataset; level of theory: wB97M-V/def2-TZVPD.

The geometry in ORCA input format:
```
! wB97M-V def2-TZVPD RIJCOSX def2/J DEFGRID3
* xyz 0 1
O 1.889 1.577 -0.038
H 0.165 2.423 0.233
H 1.410 2.479 1.525
H -1.376 -1.707 -1.527
C 2.023 0.277 -0.501
H -1.112 -1.969 0.147
H -2.118 -0.787 -0.041
C 1.006 -0.550 -0.846
O -0.305 -0.212 -0.474
C 0.853 1.914 0.868
H 1.269 -1.474 -1.395
S 4.790 0.717 -0.498
S 4.353 -1.083 0.223
N 3.306 -0.132 -0.960
H 0.466 1.091 1.451
O 3.720 -1.155 1.557
C -1.289 -1.185 -0.499
*
```

Summary:
Molecular weight = 181.2 g/mol
Frontier orbital gap = 8.18 eV
Highest occupied orbital energy = -8.00 eV
Relative energy (zero: lowest compared OMol25 entry of this formula, charge and spin) = 93.9 kcal/mol


# 13
A single C4H7NO4 molecule in a non-equilibrium geometry. Source: the Open Molecules 2025 dataset; level of theory: wB97M-V/def2-TZVPD.

The geometry in ORCA input format:
```
! wB97M-V def2-TZVPD RIJCOSX def2/J DEFGRID3
* xyz 0 1
H 2.938 -0.625 2.620
O -0.387 1.346 -1.178
H -2.165 -1.217 -1.514
N 0.463 0.472 0.786
H -1.025 -1.209 -2.873
C -1.294 -0.763 -1.958
H 1.713 0.506 3.007
O 0.680 1.572 1.368
C 0.012 0.293 -0.473
H 1.405 -1.187 3.609
C -1.457 0.806 -2.047
H -2.322 1.056 -1.571
O -0.212 -0.931 -0.986
O 1.105 -0.735 1.472
H -1.344 1.111 -3.001
C 1.892 -0.495 2.738
*
```

Summary:
Molecular weight = 133.1 g/mol
Frontier orbital gap (alpha / beta) = 8.33 / 8.33 eV
Highest occupied orbital energy (alpha / beta) = -7.69 / -7.69 eV
Relative energy (zero: lowest compared OMol25 entry of this formula, charge and spin) = 166.3 kcal/mol
Structure (SMILES) = CO[N+]([O-])=C1OCCO1


# 14
A molecular structure, C4H7NO4 in a non-equilibrium geometry. Source: the Open Molecules 2025 dataset; level of theory: wB97M-V/def2-TZVPD.

The geometry in ORCA input format:
```
! wB97M-V def2-TZVPD RIJCOSX def2/J DEFGRID3
* xyz 0 1
O -1.275 -1.338 2.137
H -1.902 0.432 0.123
N -1.161 -1.150 -0.504
H 0.344 1.588 0.396
O 2.384 1.124 -1.230
H -0.135 -1.592 -0.650
H -1.711 -1.749 1.038
C 0.205 1.036 -0.425
H 3.263 0.634 -1.234
C -0.917 0.159 0.118
O 1.721 -0.842 -0.303
O -0.190 0.738 2.370
H -1.461 -0.923 -1.472
H 0.151 1.610 -1.237
C -0.808 -0.064 1.575
C 1.491 0.337 -0.702
*
```

Summary:
Molecular weight = 133.1 g/mol
Frontier orbital gap = 10.41 eV
Highest occupied orbital energy = -10.11 eV
Relative energy (zero: lowest compared OMol25 entry of this formula, charge and spin) = 70.5 kcal/mol


# 15
3 unconnected molecules or ions with the total composition C4H7NO5 in a non-equilibrium geometry. Source: the Open Molecules 2025 dataset; level of theory: wB97M-V/def2-TZVPD.

The geometry in ORCA input format:
```
! wB97M-V def2-TZVPD RIJCOSX def2/J DEFGRID3
* xyz 0 1
O -0.628 0.574 2.838
H 1.020 -0.853 -1.369
O 1.593 -1.868 1.505
H -0.998 2.375 -1.225
H 0.008 -2.894 2.153
H -0.820 1.338 -2.342
C -1.316 -1.934 1.134
O -0.329 -1.461 0.385
H -1.874 0.910 -1.182
C 1.006 -1.334 0.565
O -2.668 -0.200 3.427
O -0.933 -2.766 2.014
H 2.524 -0.554 -0.633
C -1.670 0.219 3.102
N -1.005 1.386 -1.328
H 1.173 0.472 -0.420
C 1.554 -0.537 -0.521
*
```

Summary:
Molecular weight = 149.1 g/mol
Frontier orbital gap = 9.84 eV
Highest occupied orbital energy = -9.21 eV
Relative energy (zero: lowest compared OMol25 entry of this formula, charge and spin) = 58.2 kcal/mol


# 16
A single C4H7NOS molecule in a non-equilibrium geometry. Source: the Open Molecules 2025 dataset; level of theory: wB97M-V/def2-TZVPD.

The geometry in ORCA input format:
```
! wB97M-V def2-TZVPD RIJCOSX def2/J DEFGRID3
* xyz 0 1
C -0.763 -0.193 0.044
C 0.982 1.137 0.156
O 0.882 -0.144 2.087
H -0.003 0.677 -2.082
N 0.377 0.161 0.852
S 2.128 2.170 0.599
C -0.569 -1.613 -0.523
H 0.416 -1.581 -1.187
H -1.903 -0.094 0.302
H -0.699 1.948 -0.716
H -0.659 -2.424 0.229
H 1.339 0.694 2.423
H -1.359 -1.717 -1.262
C -0.170 0.978 -0.921
*
```

Summary:
Molecular weight = 117.2 g/mol
Frontier orbital gap = 9.55 eV
Highest occupied orbital energy = -8.71 eV
Relative energy (zero: lowest compared OMol25 entry of this formula, charge and spin) = 85.1 kcal/mol
Structure (SMILES) = C[C@@H]1CC(=S)N1O


# 17
A single C4H7NOS molecule in a non-equilibrium geometry. Source: the Open Molecules 2025 dataset; level of theory: wB97M-V/def2-TZVPD.

The geometry in ORCA input format:
```
! wB97M-V def2-TZVPD RIJCOSX def2/J DEFGRID3
* xyz 0 1
H -3.408 -0.576 -0.809
H -0.136 -1.764 -0.160
N -1.800 1.184 0.318
C -0.233 -0.673 -0.186
H -2.789 1.321 0.550
C 1.004 0.105 -0.164
H -3.272 -1.066 0.829
C -1.518 -0.159 0.000
H 0.007 1.735 -0.692
S 2.460 -0.517 0.186
H -1.183 1.664 0.955
C -2.693 -1.052 -0.110
O 0.884 1.431 -0.353
H -2.405 -2.107 -0.294
*
```

Summary:
Molecular weight = 117.2 g/mol
Frontier orbital gap = 8.42 eV
Highest occupied orbital energy = -8.24 eV
Relative energy (zero: lowest compared OMol25 entry of this formula, charge and spin) = 19.1 kcal/mol
Structure (SMILES) = C/C(N)=C/C(O)=S